24
Properties=species:S:1:pos:R:3:forces:R:3:lowdin_charge:R:1 method="wB97M-V/def2-TZVPD" de_lowest_ev=3.386 orbital_gap_ev=9.398 homo_ev=-8.5 energy_ev=-8551.7246 largest_force_ev_per_a=0.81 molar_mass_g_mol=112.22
C -0.883 0.434 0.725 -0.14 0.08 0.12 -0.61
C -0.040 0.508 2.012 -0.11 -0.01 -0.14 -0.05
C -2.299 -0.066 1.059 0.16 0.08 -0.02 -0.06
C -0.962 1.833 0.085 -0.01 -0.17 0.08 -0.05
C -0.225 -0.505 -0.236 0.72 0.35 -0.11 -0.17
C -0.342 -1.566 -0.913 0.67 -0.04 -0.30 0.03
H 0.033 2.207 -0.161 0.01 -0.02 0.01 0.08
H 0.034 -0.473 2.484 -0.01 0.00 -0.02 0.09
H 0.970 0.860 1.797 0.00 0.00 -0.02 0.08
H -0.499 1.198 2.723 0.00 0.00 -0.02 0.08
H -2.786 0.615 1.761 0.01 -0.01 -0.01 0.08
H -2.910 -0.125 0.157 0.02 0.00 0.00 0.08
H -2.261 -1.057 1.513 0.01 0.00 -0.01 0.08
H -1.431 2.537 0.776 0.01 -0.02 0.01 0.08
H -1.553 1.807 -0.832 0.01 -0.01 0.01 0.09
H -1.044 -2.355 -1.111 -0.02 -0.03 -0.03 0.07
C 2.270 -0.112 -1.171 0.28 -0.56 -0.52 -0.16
C 2.140 -1.298 -1.929 0.42 0.57 0.21 -0.17
H 2.705 -2.172 -1.621 -0.15 -0.03 0.09 0.07
H 0.823 -1.714 -1.570 -0.65 0.02 0.30 0.05
H 2.264 0.839 -1.695 -0.19 -0.01 0.03 0.07
H 2.937 -0.118 -0.314 -0.16 -0.05 0.09 0.08
H 1.032 -0.062 -0.532 -0.71 -0.15 0.22 0.07
H 2.028 -1.213 -3.005 -0.17 0.00 0.05 0.07